Entry 1:
{
  "formula": "C11H44N22O11",
  "method": "wB97M-V/def2-TZVPD",
  "elements": ["O", "O", "O", "O", "O", "O", "O", "O", "O", "O", "O", "N", "N", "N", "N", "N", "N", "N", "N", "N", "N", "N", "N", "N", "N", "N", "N", "N", "N", "N", "N", "N", "N", "C", "C", "C", "C", "C", "C", "C", "C", "C", "C", "C", "H", "H", "H", "H", "H", "H", "H", "H", "H", "H", "H", "H", "H", "H", "H", "H", "H", "H", "H", "H", "H", "H", "H", "H", "H", "H", "H", "H", "H", "H", "H", "H", "H", "H", "H", "H", "H", "H", "H", "H", "H", "H", "H", "H"],
  "coordinates": [[0.42241, -0.81571, 3.00332], [0.00061, -0.35087, -2.07325], [-3.00498, -1.16546, 2.17686], [-0.56397, -5.06203, -3.27010], [2.25597, 3.72482, 1.01677], [-0.05326, 2.50027, 5.33536], [4.55274, 1.69475, 3.72031], [-4.80056, -0.01315, -2.90290], [1.67021, -3.85723, -0.37741], [-0.15263, -1.19807, -5.94192], [-5.01715, 5.12088, -1.12367], [1.15647, 0.31955, -6.96000], [0.26154, -5.26081, -5.37556], [-5.54027, 3.01992, -1.80184], [-1.93235, 0.58443, 3.18971], [0.14271, -5.41985, 0.34848], [-2.80878, -0.11606, -3.95961], [0.99951, 0.26874, -4.64469], [-3.54706, 3.44046, -0.72529], [0.71840, -3.39488, -4.14206], [-0.34937, -3.20004, 0.42195], [4.97167, -0.53247, 3.72613], [2.05957, 2.63125, 6.14242], [0.02660, -2.88496, 3.94090], [2.09141, 5.67713, -0.21695], [1.80333, -1.64001, 4.58279], [-3.97557, 0.91651, 2.40254], [-2.95619, -0.93272, -1.84558], [1.55689, -0.42324, -0.40422], [0.86124, 3.85895, -0.73799], [-0.52907, 0.25708, 0.05265], [4.44788, 0.50902, 1.77132], [1.62640, 1.88939, 3.97926], [0.35422, -0.11130, -0.91703], [4.71592, 0.64279, 3.09164], [-3.60345, -0.29723, -2.85070], [1.77335, 4.40948, 0.12953], [-2.97289, 0.01188, 2.55426], [1.17445, 2.33432, 5.18095], [0.76744, -1.77212, 3.71411], [0.57211, -0.20002, -5.84411], [0.56409, -4.13941, 0.07988], [-4.69886, 3.94799, -1.27231], [0.12259, -4.61480, -4.18453], [1.81250, 0.85567, -4.61972], [1.60346, 3.28002, 6.76633], [2.89916, 6.09354, 0.21597], [2.62482, 2.02127, 3.88510], [0.96453, 1.90420, 3.22907], [0.49012, 4.34388, -1.53044], [2.44499, -0.90532, 4.32204], [-0.88998, -2.76765, 3.52230], [-1.17074, -0.08239, 3.12532], [-3.41486, 2.44436, -0.75483], [0.65781, -2.80082, -3.33719], [3.05130, 2.53978, 6.00869], [-2.01579, -1.27707, -1.94003], [5.08142, -1.34522, 3.14964], [4.56582, -0.37855, 1.32602], [1.92254, -0.19925, 0.50540], [-0.77074, -5.58549, 0.71712], [-0.08901, -2.24513, 0.28341], [1.87922, 0.96124, -6.67813], [0.66717, 2.89002, -0.54946], [-1.87991, 1.48293, 3.63197], [-0.25409, 0.32769, 1.02134], [1.59077, -1.77510, 5.55498], [0.79809, -6.12481, 0.06348], [-4.81009, 0.51038, 2.00961], [-3.50719, -1.32353, -1.09927], [2.18641, -0.96875, -0.97232], [-3.20013, 0.37562, -4.73836], [0.63370, -4.68627, -6.11215], [-5.30948, 2.03897, -1.72878], [0.15191, -6.23607, -5.56116], [-3.78714, 1.88128, 2.57864], [0.17014, -3.40097, 4.78712], [1.07883, -0.10711, -7.85972], [-1.44445, 0.53677, -0.26011], [1.11346, -3.01079, -4.97978], [0.61954, -0.14716, -3.80257], [-3.10047, 3.97064, -0.00143], [-6.52562, 3.20012, -1.85363], [-1.03791, -3.52706, 1.07269], [4.32296, 1.42907, 1.36959], [1.49290, 6.28890, -0.73553], [5.06116, -0.55579, 4.72435], [-1.84046, -0.28316, -3.74505]],
  "mulliken_charge": [-0.38, -0.70, -0.66, -0.66, -0.58, -0.73, -0.76, -0.72, -0.70, -0.63, -0.67, -0.43, -0.39, -0.31, -0.14, -0.39, -0.29, -0.23, -0.28, -0.21, -0.03, -0.43, -0.42, -0.42, -0.43, -0.47, -0.44, -0.13, 0.08, -0.32, 0.43, -0.40, -0.04, -0.26, 0.74, 0.56, 0.57, 0.72, 0.72, 0.38, 0.67, 0.65, 0.56, 0.63, 0.21, 0.25, 0.24, 0.15, -0.07, 0.17, 0.17, 0.24, -0.07, 0.10, 0.11, 0.22, -0.03, 0.16, 0.17, 0.05, 0.15, 0.05, 0.14, 0.19, 0.20, -0.07, 0.24, 0.25, 0.25, 0.17, 0.20, 0.21, 0.14, 0.15, 0.21, 0.17, 0.20, 0.24, -0.01, 0.11, 0.26, 0.21, 0.22, 0.22, 0.23, 0.18, 0.23, 0.16],
  "total_charge": 0,
  "smiles": "NC(N)=O.NC(N)=O.NC(N)=O.NC(N)=O.NC(N)=O.NC(N)=O.NC(N)=O.NC(N)=O.NC(N)=O.NC(N)=O.NC(N)=O",
  "gap_ev": 9.112,
  "e_lumo_ev": 0.040,
  "homo_ev": -9.072,
  "relative_energy_kj_mol": 214.4
}


Entry 2:
{
  "formula": "C3H11N2",
  "method": "wB97M-V/def2-TZVPD",
  "elements": ["N", "N", "C", "C", "C", "H", "H", "H", "H", "H", "H", "H", "H", "H", "H", "H"],
  "coordinates": [[0.21373, -0.50606, 0.23206], [-1.83037, 0.37553, -1.11882], [0.69569, 1.07261, 2.01111], [0.87286, 0.64607, 0.74537], [0.99901, -1.34484, -0.72024], [-1.49016, 1.03975, -1.78359], [-0.18819, -1.03533, 1.01535], [-2.56777, 0.91715, -0.58389], [1.35658, -0.61156, -1.52810], [1.42868, 1.16276, -0.01664], [1.19634, 2.03949, 2.35731], [-0.81008, -0.04727, -0.39396], [1.88273, -1.79624, -0.20057], [0.34949, -2.07842, -1.12305], [0.17001, 0.53381, 2.72213], [-2.27855, -0.36746, -1.61447]],
  "nbo_charge": [-0.61, -0.98, -0.72, -0.36, -0.42, 0.38, 0.38, 0.41, 0.19, 0.16, 0.20, 0.41, 0.22, 0.18, 0.16, 0.39],
  "spin_multiplicity": 2,
  "total_charge": 0,
  "gap_ev": [2.576, 7.347],
  "e_lumo_ev": [0.231, 0.146],
  "homo_ev": [-2.345, -7.201],
  "relative_energy_kj_mol": 284.5
}


Entry 3:
{
  "formula": "C4H7ClN2",
  "method": "wB97M-V/def2-TZVPD",
  "elements": ["Cl", "N", "N", "C", "C", "C", "C", "H", "H", "H", "H", "H", "H", "H"],
  "coordinates": [[0.20786, -1.86953, 1.69471], [-2.10294, 1.87512, -0.78387], [-0.12928, 0.40480, -0.71224], [0.19334, -0.08220, 1.71577], [0.75794, 0.50922, 0.42258], [-1.19821, 1.16877, -0.73776], [-0.09429, -0.78600, -1.53454], [0.90972, -0.90636, -1.94591], [0.79727, 0.22339, 2.56933], [1.69823, 0.01526, 0.16430], [-0.35482, -1.68205, -0.96580], [-0.84146, 0.22966, 1.86046], [-0.80032, -0.67121, -2.35458], [0.95696, 1.57113, 0.60754]],
  "nbo_charge": [-0.07, -0.39, -0.48, -0.38, -0.22, 0.41, -0.40, 0.20, 0.22, 0.22, 0.21, 0.23, 0.22, 0.22],
  "total_charge": 0,
  "smiles": "CN(C#N)CCCl",
  "gap_ev": 10.104,
  "e_lumo_ev": 0.750,
  "homo_ev": -9.354,
  "relative_energy_kj_mol": 122.2
}